No. 1
Here is 4 unconnected molecules or ions with the total composition C2H13NO3 at a distorted geometry from the OMol25 dataset. Energies are from the ωB97M-V functional and the def2-TZVPD basis.

The geometry in XYZ format:
```
19
Properties=species:S:1:pos:R:3:forces:R:3
C 0.002722 -0.908564 0.606728 -0.54 -0.42 1.51
N 0.428339 0.242735 1.357849 -0.64 0.24 -0.59
C 1.036132 1.302583 0.573882 0.55 -0.05 1.52
H -0.739455 -0.617869 -0.131927 0.42 0.01 -0.50
H 0.816532 -1.550107 0.255699 0.08 0.34 -0.74
H -0.555239 -1.563080 1.283207 -0.04 0.09 0.12
H 0.820071 0.058354 2.265258 0.26 -0.06 -0.27
H 1.678012 0.932007 -0.228728 -0.05 0.05 -0.16
H 1.656566 1.848840 1.290287 0.21 0.20 -0.34
H 0.309033 2.027773 0.225436 -0.24 -0.06 -0.45
O -0.493280 -2.079361 -2.304674 -0.05 -0.01 0.00
H -1.207123 -1.433247 -2.390195 0.24 -0.20 -0.15
H -0.194400 -2.290527 -3.196963 -0.19 0.13 0.11
O 0.067643 -4.033633 1.146487 0.18 -0.07 -0.17
H 0.983988 -4.246638 0.940130 -0.02 -0.12 0.12
H -0.157400 -3.397637 0.458505 -0.15 -0.07 -0.01
O -1.185723 5.015593 -0.739337 0.41 -0.05 -0.12
H -1.223149 5.939934 -1.013594 -0.29 -0.25 0.17
H -2.043261 4.752842 -0.398052 -0.11 0.29 -0.04
```
Positions in Å, forces in eV/Å.

Computed properties:
HOMO energy   -8.200 eV
Electronic energy   -364.4267 hartree
Frontier orbital gap   0.32577 Eh
Net charge   0
SMILES   CNC.O.O.O
2S+1   1

No. 2
Here is 2 unconnected molecules or ions with the total composition C13H26N3O11P at a distorted geometry from the OMol25 dataset. Energies are from the ωB97M-V functional and the def2-TZVPD basis.

The geometry in XYZ format:
```
54
Properties=species:S:1:pos:R:3:forces:R:3
C -0.245024 3.910769 3.647206 0.42 -0.27 -0.14
C 0.073311 4.521673 2.295704 -0.26 0.76 -0.73
O -0.283561 5.659123 2.035643 0.11 -0.09 -0.08
N 0.704305 3.760165 1.333617 0.04 -0.29 0.60
C 1.153316 4.297028 0.037250 -0.17 -0.44 0.41
C 0.002011 4.496868 -0.965660 0.96 -0.31 -2.06
O 0.202968 4.531842 -2.179898 -0.18 -0.06 2.06
C 2.287356 3.423235 -0.539061 0.28 -0.36 0.58
O 3.441629 3.625606 0.282649 -0.02 0.07 0.06
C 2.082357 1.887591 -0.561763 -0.17 0.40 -1.13
O 3.307914 1.354110 -1.090208 -0.15 -0.10 0.12
C 0.865606 1.363899 -1.366059 -0.01 -1.02 1.01
O -0.342620 1.555763 -0.618582 0.17 0.37 -0.16
C 0.962423 -0.152274 -1.623846 0.25 1.10 -1.44
O 0.874503 -0.853194 -0.362690 0.81 -1.91 -0.13
P 2.047050 -1.970421 -0.160965 2.08 2.38 0.07
O 3.385189 -1.414901 0.045199 0.32 0.94 0.00
O 1.755798 -2.780994 1.144970 -1.91 -0.47 0.18
O 2.140057 -2.905355 -1.418011 -1.61 -0.67 0.01
H -1.040152 3.169152 3.541493 0.09 0.00 0.01
H -0.575114 4.687063 4.343078 0.09 -0.08 -0.36
H 0.643530 3.426967 4.059686 -0.10 -0.12 0.04
H 1.137495 2.899852 1.655240 -0.17 0.40 -0.23
H 1.577897 5.292879 0.206942 -0.02 0.02 -0.03
H -1.008405 4.625609 -0.590495 -0.28 0.04 0.46
H 2.510665 3.765770 -1.556333 -0.29 -0.02 0.00
H 4.075317 2.900861 0.110936 -0.51 0.40 -0.08
H 1.975372 1.531120 0.467960 0.38 -0.20 -0.17
H 3.469254 1.656483 -2.001924 -0.35 0.06 0.46
H 0.809386 1.891844 -2.324981 -0.32 -0.09 0.16
H -0.394583 0.862720 0.064908 0.14 0.45 -0.38
H 1.883199 -0.375499 -2.176145 -0.03 -0.13 0.47
H 0.131634 -0.456767 -2.269439 -0.11 -0.02 0.34
H 2.146229 -2.178069 1.790666 0.19 -0.34 0.65
H 2.987441 -3.329223 -1.233226 0.37 -0.33 -0.56
C -1.208583 -5.963539 0.076354 -0.16 0.26 0.38
N -1.443717 -4.520841 0.091544 0.43 0.10 -0.95
C -2.086270 -3.868107 1.070613 -0.79 -0.51 0.83
O -2.551657 -4.442302 2.047447 0.25 0.30 -0.20
C -2.285393 -2.352917 0.927132 0.20 -0.03 -0.98
N -1.971942 -1.821293 -0.405758 0.70 -0.13 2.03
C -2.735540 -1.859672 -1.495217 -0.95 -0.13 -1.55
C -4.145796 -2.407636 -1.413529 0.29 0.14 0.11
O -2.290465 -1.468415 -2.561002 0.24 0.20 -0.34
H -0.418017 -6.217476 0.784896 -0.05 -0.10 -0.03
H -2.119659 -6.490779 0.367683 0.11 0.08 0.01
H -0.914909 -6.286581 -0.923402 -0.04 0.20 0.09
H -1.109568 -3.978572 -0.690709 -0.05 -0.05 0.08
H -1.635497 -1.867869 1.655080 -0.04 0.01 0.01
H -3.317225 -2.118646 1.189284 0.08 -0.15 0.10
H -1.057292 -1.412134 -0.542148 -0.13 -0.11 0.02
H -4.600431 -2.358442 -2.402267 0.17 0.03 0.12
H -4.122627 -3.442383 -1.078225 -0.14 -0.08 0.17
H -4.729162 -1.803690 -0.721637 -0.15 -0.11 0.14
```
Positions in Å, forces in eV/Å.

Computed properties:
HOMO energy   -9.613 eV
Electronic energy   -1844.3618 hartree
Frontier orbital gap   0.34820 Eh
Net charge   0
SMILES   CC(=O)N[C@H](C=O)[C@@H](O)[C@H](O)[C@H](O)COP(=O)(O)O.CNC(=O)CNC(C)=O
2S+1   1

No. 3
Here is 5 unconnected molecules or ions with the total composition H10O5 at a distorted geometry from the OMol25 dataset. Energies are from the ωB97M-V functional and the def2-TZVPD basis.

The geometry in XYZ format:
```
15
Properties=species:S:1:pos:R:3:forces:R:3
O -0.756921 -1.052011 0.013209 0.47 1.16 -0.93
H -0.175583 -1.227336 -0.748059 -0.11 -0.51 0.40
H -0.962521 -0.116410 -0.205824 -0.36 -0.46 0.40
O -2.049000 0.349352 -4.814311 0.32 0.25 0.13
H -1.231423 0.344897 -5.312514 0.16 -0.45 -0.58
H -1.829693 1.062308 -4.210775 -0.47 0.21 0.46
O -0.615585 2.090735 0.126314 0.03 -0.48 0.05
H -0.434253 1.577143 0.910507 0.65 -0.87 0.34
H -0.990244 2.826830 0.590904 -0.59 1.23 -0.25
O 3.138440 -1.056974 2.158275 -0.61 0.46 -0.02
H 2.262475 -0.618634 2.263257 0.72 0.21 0.16
H 2.777411 -1.922380 1.984147 0.40 -0.80 -0.14
O 0.542369 -0.582180 2.429918 0.52 0.95 -0.08
H 0.176698 -0.897949 3.267542 -0.49 -0.24 -1.07
H 0.147832 -0.777388 1.547413 -0.65 -0.66 1.11
```
Positions in Å, forces in eV/Å.

Computed properties:
HOMO energy   -10.552 eV
Electronic energy   -382.1758 hartree
Frontier orbital gap   0.39699 Eh
Net charge   0
SMILES   O.O.O.O.O
2S+1   1

No. 4
Here is a gas-phase ion, C3H9N4 (charge +1) at a distorted geometry from the OMol25 dataset. Energies are from the ωB97M-V functional and the def2-TZVPD basis.

The geometry in XYZ format:
```
16
Properties=species:S:1:pos:R:3:forces:R:3
C 1.652559 -0.083112 -0.286974 5.32 8.21 -2.03
C 1.120139 -1.286901 -0.067118 -3.72 -6.89 0.80
C -0.193457 1.002795 0.866528 0.70 -1.11 -1.93
N 0.833370 1.052694 -0.217850 -0.05 -0.36 1.26
N -0.964538 -0.274087 0.621745 0.93 1.74 1.28
N -1.533669 -0.040095 -0.694775 -1.29 0.07 -6.02
N -0.200891 -1.428142 0.397351 1.17 -1.97 2.63
H 2.636424 0.037952 -0.873127 -1.90 -0.19 1.06
H 1.627895 -2.203294 -0.296836 -0.05 -0.23 0.00
H 0.174408 1.091593 1.862605 0.45 -0.52 0.79
H -0.814052 1.844967 0.657259 -0.99 0.33 0.17
H 1.309264 1.950752 -0.194803 0.15 -0.32 -0.32
H -1.055768 0.422756 -1.609051 0.32 -0.46 2.93
H -2.487645 0.391825 -0.897525 0.82 -1.14 1.68
H -1.415316 -1.023834 -0.997726 -1.37 0.14 -0.41
H -0.277640 -2.245381 1.158069 -0.50 2.71 -1.88
```
Positions in Å, forces in eV/Å.

Computed properties:
HOMO energy (alpha / beta)   -8.299 / -15.173 eV
⟨S²⟩   2.006
Electronic energy   -338.2021 hartree
Frontier orbital gap (alpha / beta)   0.17143 / 0.36003 Eh
Net charge   +1
2S+1   3